(1)
Below is a molecular structure, C22H34BNiO3Si2, with properties calculated with wB97M-V/def2-TZVPD.

Geometry as XYZ:
```
63
Properties=species:S:1:pos:R:3:forces:R:3:lowdin_charge:R:1
Ni 0.234912 1.427535 1.080036 0.0 -0.1 0.1 0.053
C 0.628360 -1.940943 2.064236 0.0 0.0 0.0 -0.204
Si 0.114542 -0.168681 2.560884 0.0 0.0 0.0 0.505
C -1.633444 -0.360030 3.292233 0.0 0.0 0.0 -0.198
C 1.177444 0.190566 4.112950 0.0 0.0 0.0 -0.295
C 1.383246 -0.707832 5.164455 0.0 0.0 0.0 -0.115
C 2.095867 -0.339799 6.296643 0.0 0.0 0.0 -0.122
C 2.615603 0.947420 6.394823 0.0 0.0 0.0 -0.122
C 2.420223 1.846003 5.355961 0.0 0.0 0.0 -0.118
C 1.709720 1.485637 4.207466 0.0 0.0 0.0 -0.309
Si 1.411227 2.598184 2.681540 0.0 -0.1 0.0 0.554
C 0.737113 4.239177 3.416085 0.0 0.0 0.0 -0.248
C 3.213725 3.117806 2.241349 0.0 0.0 0.0 -0.245
H 0.659229 -2.615084 2.926044 0.0 0.0 0.0 0.010
H 1.621943 -1.938122 1.607866 0.0 0.0 0.0 0.024
H -0.071994 -2.366344 1.338967 0.0 0.0 0.0 0.015
H -1.627548 -1.103289 4.097058 0.0 0.0 0.0 0.018
H -2.357867 -0.663481 2.535809 0.0 0.0 0.0 0.008
H -1.961291 0.590489 3.721439 0.0 0.0 0.0 0.019
H 0.975880 -1.713646 5.103035 0.0 0.0 0.0 0.086
H 2.245656 -1.048561 7.104290 0.0 0.0 0.0 0.085
H 3.171006 1.242881 7.278818 0.0 0.0 0.0 0.085
H 2.833924 2.848015 5.442711 0.0 0.0 0.0 0.087
H 1.385566 4.620677 4.212870 0.0 0.0 0.0 0.006
H -0.265247 4.106498 3.830917 0.0 0.0 0.0 0.008
H 0.670902 5.016022 2.646205 0.0 0.0 0.0 -0.005
H 3.726302 3.478637 3.140195 0.0 0.0 0.0 0.006
H 3.260312 3.915861 1.494199 0.0 0.0 0.0 -0.006
H 3.778498 2.263382 1.858493 0.0 0.0 0.0 0.012
C 0.849308 4.626818 -1.901128 0.0 0.0 0.0 -0.080
C 1.124303 3.829983 -0.642510 0.0 0.0 0.0 -0.293
O 0.204236 2.745684 -0.506209 0.0 0.0 -0.1 -0.149
H 1.535960 5.472602 -1.970552 0.0 0.0 0.0 0.073
H -0.172722 5.006686 -1.898890 0.0 0.0 0.0 0.076
H 0.985511 4.010700 -2.793230 0.0 0.0 0.0 0.073
H 0.984673 4.434602 0.251529 0.0 0.0 0.0 0.099
H 2.148987 3.450018 -0.626593 0.0 0.0 0.0 0.113
H 0.312555 2.133935 -1.246277 0.0 -0.1 0.0 0.083
C -0.364000 -3.942113 -5.168863 0.0 0.0 0.0 -0.054
C -1.688537 -3.177095 -5.038776 0.0 0.0 0.0 -0.566
C -1.732102 -2.063348 -6.094382 0.0 0.0 0.0 -0.055
C -2.829002 -4.151604 -5.333396 0.0 0.0 0.0 -0.080
C -1.790118 -2.563746 -3.640622 0.0 0.0 0.0 -0.187
C -2.812839 -2.885804 -2.754417 0.0 0.0 0.0 -0.045
C -2.899321 -2.325521 -1.473689 0.0 0.0 0.0 0.014
C -1.927203 -1.428687 -1.104940 0.0 0.0 0.0 -0.227
O -1.775233 -0.745476 0.056850 0.0 -0.1 -0.1 0.089
B -0.586174 0.050139 -0.043331 -0.2 0.1 0.1 -0.465
O -0.076914 -0.195148 -1.379432 0.1 0.0 0.0 0.094
C -0.899255 -1.096587 -1.979901 0.0 0.0 0.0 -0.211
C -0.808765 -1.642454 -3.236611 0.0 0.0 0.0 0.048
H -0.273856 -4.382126 -6.165920 0.0 0.0 0.0 0.079
H -0.310637 -4.744352 -4.430609 0.0 0.0 0.0 0.089
H 0.492667 -3.286591 -5.009608 0.0 0.0 0.0 0.075
H -1.653806 -2.487485 -7.099255 0.0 0.0 0.0 0.079
H -0.913145 -1.355622 -5.962232 0.0 0.0 0.0 0.074
H -2.668952 -1.506993 -6.026281 0.0 0.0 0.0 0.088
H -2.709996 -4.556257 -6.341116 0.0 0.0 0.0 0.080
H -3.801581 -3.658625 -5.282410 0.0 0.0 0.0 0.083
H -2.831582 -4.989893 -4.634418 0.0 0.0 0.0 0.083
H -3.575698 -3.593609 -3.046920 0.0 0.0 0.0 0.090
H -3.701266 -2.590351 -0.797322 0.0 0.0 0.0 0.115
H 0.010699 -1.360660 -3.886120 0.0 0.0 0.0 0.119
```
Forces are in eV/Å.

- E_LUMO (eV) = 2.42
- energy above the lowest of the compared OMol25 structures with the same formula, charge and spin (kcal per mole) = 0.0
- multiplicity = 1
- highest occupied orbital energy (Ha) = -0.1404
- total energy (a.u.) = -3196.73559
- charge = -1


(2)
Below is 2 unconnected molecules or ions with the total composition C4H5FO at a distorted geometry, with properties calculated with wB97M-V/def2-TZVPD.

Geometry as XYZ:
```
11
Properties=species:S:1:pos:R:3:forces:R:3:lowdin_charge:R:1
C -0.020217 0.769630 -0.704803 0.6 0.8 -1.6 -0.268
C 0.059285 0.188954 0.331206 0.0 -3.8 4.4 0.074
C 0.182582 1.497666 -1.950600 0.6 2.4 -0.9 -0.166
C 0.170069 -1.308914 1.772965 0.1 2.3 -2.9 -0.277
O -0.793177 -2.210510 1.459606 -0.6 1.4 0.6 0.020
F 0.099571 -0.714097 2.999850 -0.1 -0.8 -1.5 0.033
H -0.731946 2.190303 -2.172516 1.6 -1.5 0.0 0.093
H 1.095265 2.261673 -1.820553 -1.9 -1.7 -0.3 0.111
H 0.457377 0.808648 -2.819404 -0.7 1.0 1.1 0.084
H 1.186436 -1.689527 1.492184 -1.1 0.4 0.8 0.143
H -1.705245 -1.793826 1.412064 1.7 -0.5 0.2 0.153
```
Forces are in eV/Å.

- E_LUMO (eV) = 0.63
- energy above the lowest of the compared OMol25 structures with the same formula, charge and spin (kcal per mole) = 81.3
- multiplicity = 1
- highest occupied orbital energy (Ha) = -0.3496
- total energy (a.u.) = -330.35821